# 1
54
Properties=species:S:1:pos:R:3:mulliken_charge:R:1 method="wB97M-V/def2-TZVPD" multiplicity=6 homo_ha="-0.3670 / -0.5041" orbital_gap_ha="0.1726 / 0.1516" charge=+2 lumo_ev="-5.289 / -9.592"
C -2.51 0.76 -3.13 -1.040
C -2.09 -0.45 -2.58 -0.690
C -1.10 -0.56 -1.57 0.085
C -0.69 0.68 -0.99 -0.018
C -0.98 1.88 -1.66 1.200
C -1.93 1.94 -2.68 -0.548
C -0.90 -1.97 -1.06 -0.537
C 0.38 -2.86 -0.83 -0.527
N 1.64 -2.74 -1.50 0.343
Ir -0.19 1.16 1.03 -0.324
C -0.36 3.17 -1.20 -1.430
P 0.93 2.67 0.04 0.825
H -2.57 -1.38 -2.91 0.407
H -2.21 2.92 -3.10 0.517
H -3.31 0.78 -3.88 0.411
H -1.09 3.83 -0.70 0.423
H 0.15 3.71 -2.01 0.515
H -1.39 -1.97 -0.07 0.067
H -1.55 -2.60 -1.69 0.461
H 0.57 -2.85 0.25 0.310
C 1.61 4.10 0.91 -1.122
C 2.20 1.99 -1.07 -1.188
H 0.06 -3.89 -1.05 0.274
C 1.78 -1.98 -2.73 -0.689
C 2.76 -2.55 -0.59 -0.830
H 0.00 2.32 2.39 0.102
H 2.17 -2.66 -3.52 0.301
H 0.84 -1.53 -3.05 0.315
H 2.54 -1.17 -2.60 0.303
H 3.70 -2.87 -1.08 0.382
H 2.87 -1.48 -0.33 0.295
H 2.61 -3.12 0.34 0.412
H 2.72 2.79 -1.59 0.446
H 2.91 1.42 -0.45 0.377
H 1.73 1.32 -1.79 0.235
H 1.48 5.02 0.33 0.431
H 1.08 4.20 1.87 0.452
H 2.68 3.91 1.10 0.390
H 0.72 1.90 2.32 0.007
C -3.26 0.10 1.67 -1.125
C -2.18 -0.65 2.32 0.492
C -2.24 -1.77 3.18 -0.592
C -0.93 -2.08 3.58 -0.829
C -0.06 -1.15 2.97 0.639
C 1.38 -0.97 3.13 -1.060
N -0.85 -0.29 2.25 0.240
H -2.93 1.11 1.35 0.267
H -4.09 0.18 2.39 0.434
H -3.64 -0.42 0.78 0.238
H -3.16 -2.25 3.44 0.561
H -0.60 -2.86 4.25 0.554
H 1.59 -0.73 4.18 0.349
H 1.91 -1.90 2.87 0.295
H 1.77 -0.16 2.49 0.195

=====

# 2
71
Properties=species:S:1:pos:R:3:mulliken_charge:R:1 method="wB97M-V/def2-TZVPD" homo_ha="-0.3374 / -0.3375" orbital_gap_ha="0.1972 / 0.1962" charge=+1 de_lowest_ev=1.359 lumo_ev="-3.816 / -3.843"
Al -0.08 0.96 -1.40 -1.799
C -1.53 -1.31 2.76 1.990
C -1.87 -2.20 1.68 0.212
C -0.21 -3.19 2.93 0.903
C -0.66 -2.02 3.62 -0.942
C -0.91 -3.25 1.69 0.665
C -2.33 -0.12 3.19 -1.872
H -2.82 0.42 2.38 0.503
H -1.72 0.60 3.73 0.324
H -3.11 -0.48 3.89 0.384
C -0.40 -1.78 5.05 -1.361
H -0.66 -0.75 5.32 0.361
H 0.65 -1.95 5.28 0.397
H -0.99 -2.46 5.68 0.347
C 0.60 -4.25 3.51 -1.879
H 0.04 -4.87 4.21 0.315
H 1.45 -3.83 4.03 0.388
H 0.96 -4.91 2.71 0.419
C -0.72 -4.30 0.66 -1.594
H -1.34 -5.16 0.97 0.447
H 0.32 -4.64 0.58 0.357
H -1.08 -3.97 -0.34 0.196
C -2.84 -1.97 0.56 -1.346
H -3.65 -2.71 0.78 0.450
H -2.43 -2.21 -0.46 0.166
H -3.25 -0.94 0.58 0.394
C 0.71 3.78 -1.83 -0.210
C -0.60 3.74 -1.47 -0.427
C -1.71 3.61 -2.46 -0.596
C -1.54 2.49 -3.45 -1.672
C -0.82 1.26 -3.04 0.022
C 0.62 1.07 -3.16 -0.020
C 1.54 2.18 -3.69 -0.960
C 1.28 3.61 -3.20 -0.895
H -1.87 4.56 -2.98 0.476
H -1.01 2.80 -4.32 0.299
H -2.63 3.45 -1.90 0.329
H 0.64 4.12 -3.91 0.325
H 1.49 4.08 -1.10 0.592
H -0.86 4.19 -0.49 0.552
H 2.27 4.12 -3.22 0.446
H 2.57 1.90 -3.47 0.234
H 0.97 0.07 -3.44 0.803
H 1.52 2.12 -4.79 0.514
H -2.51 2.07 -3.76 0.398
H -1.49 0.39 -2.97 0.695
P 0.75 1.49 1.03 0.737
P 1.33 -1.37 -0.79 1.542
C 1.95 1.47 -0.48 0.155
C 2.56 0.06 -0.95 -1.625
H 2.74 2.26 -0.44 0.879
H 1.38 1.78 -1.39 -0.374
H 2.82 0.21 -2.01 0.292
H 3.41 -0.16 -0.31 0.628
C 2.54 -2.66 -0.40 -1.023
H 1.98 -3.45 0.10 0.125
H 3.30 -2.26 0.29 0.395
H 3.02 -3.06 -1.30 0.418
C 0.83 -2.12 -2.46 -1.683
H 1.68 -2.20 -3.17 0.448
H -0.04 -1.61 -2.92 0.347
H 0.48 -3.15 -2.22 0.513
C 0.80 3.15 1.77 -1.501
H 0.03 3.20 2.55 0.497
H 0.65 4.02 1.12 0.362
H 1.72 3.36 2.31 0.464
C -1.04 1.51 0.47 0.167
H -1.75 0.71 0.75 -0.715
H -1.40 1.96 -0.53 -0.137
H -1.31 2.40 1.09 0.859
I 1.62 0.16 2.99 -0.106

=====

# 3
52
Properties=species:S:1:pos:R:3:mulliken_charge:R:1 method="wB97M-V/def2-TZVPD" homo_ha=-0.4729 orbital_gap_ha=0.3555 charge=+1 de_lowest_ev=1.207 lumo_ev=-3.195
Cs 2.97 17.02 15.19 0.649
O 2.30 18.18 12.19 -0.571
H 2.98 18.46 11.57 0.194
H 1.92 17.40 11.78 0.451
O 1.74 20.39 14.91 -0.571
H 2.26 20.33 15.72 0.213
H 1.99 21.23 14.54 0.318
O 4.38 16.26 17.79 -0.550
H 4.12 15.37 18.03 0.261
H 3.83 16.83 18.32 0.317
O 5.60 20.13 12.67 -0.622
H 5.15 19.68 11.96 0.272
H 5.54 19.54 13.41 0.400
O 5.90 18.24 14.50 -0.625
H 6.53 17.70 14.03 0.313
H 6.34 18.47 15.32 0.307
O 3.36 13.61 15.81 -0.530
H 3.16 13.71 14.88 0.330
H 2.57 13.91 16.26 0.294
O 0.05 19.60 13.12 -0.633
H 0.46 20.26 13.68 0.386
H 0.78 19.12 12.74 0.373
O 1.29 16.35 10.67 -0.711
H 0.69 15.78 11.16 0.377
H 0.71 16.86 10.10 0.349
O 6.98 17.92 17.95 -0.623
H 7.70 17.37 18.25 0.318
H 6.27 17.31 17.78 0.325
O -0.52 17.10 15.50 -0.527
H -1.15 16.47 15.17 0.239
H -0.76 17.93 15.07 0.292
O 3.32 18.48 19.56 -0.686
H 2.40 18.40 19.82 0.322
H 3.81 18.43 20.37 0.296
O 1.44 15.24 17.38 -0.459
H 1.39 15.24 18.34 0.256
H 0.56 15.46 17.10 0.208
O 5.68 12.29 15.97 -0.614
H 5.06 12.99 16.18 0.321
H 6.06 12.05 16.82 0.313
O -0.34 14.96 12.35 -0.643
H -0.77 14.95 13.21 0.264
H -0.44 14.07 12.02 0.312
O -0.27 18.16 18.12 -0.548
H -0.35 17.52 17.41 0.331
H -0.67 18.96 17.77 0.276
O 2.90 14.17 13.18 -0.582
H 2.15 13.92 12.65 0.268
H 3.63 14.22 12.56 0.286
O 3.00 20.44 17.75 -0.576
H 2.50 21.12 18.21 0.277
H 3.25 19.83 18.44 0.367